No. 1
The following is a quantum chemistry calculation of a molecular structure, C36H92As6F36N5O5 in a non-equilibrium geometry, from OMol25.

```
180
Properties=species:S:1:pos:R:3:lowdin_charge:R:1
C 5.390 -2.617 7.569 -0.058
C 5.114 -1.953 6.225 -0.195
N 4.754 -0.485 6.222 -0.246
C 6.049 0.193 6.488 0.008
C 4.288 -0.261 4.792 -0.173
C 4.145 1.210 4.454 -0.031
C 3.775 -0.182 7.330 -0.065
C 2.407 -0.807 7.148 -0.226
O 1.705 -0.129 6.176 -0.193
C 0.399 -0.609 5.856 -0.042
H 5.996 -3.498 7.375 0.090
H 4.485 -2.947 8.087 0.086
H 5.790 -1.950 8.336 0.074
H 4.255 -2.510 5.839 0.127
H 5.874 -2.186 5.484 0.127
H 5.967 1.275 6.457 0.108
H 6.755 -0.083 5.707 0.117
H 6.436 -0.124 7.452 0.102
H 3.314 -0.730 4.645 0.116
H 4.890 -0.896 4.140 0.102
H 5.051 1.781 4.653 0.081
H 3.397 1.675 5.094 0.085
H 3.826 1.266 3.418 0.059
H 3.706 0.905 7.320 0.151
H 4.191 -0.500 8.282 0.127
H 1.988 -0.650 8.155 0.145
H 2.442 -1.882 6.933 0.132
H -0.127 0.192 5.347 0.090
H -0.126 -0.673 6.816 0.100
H 0.325 -1.565 5.339 0.097
C -1.350 -8.462 0.121 -0.049
C -1.686 -6.975 0.024 -0.155
N -0.839 -6.070 0.868 -0.261
C -1.176 -6.181 2.320 0.019
C 0.626 -6.335 0.716 -0.179
C 1.220 -5.979 -0.646 -0.039
C -1.128 -4.631 0.484 -0.081
C -2.548 -4.132 0.615 -0.196
O -3.275 -4.798 -0.401 -0.230
C -4.643 -4.306 -0.495 -0.025
H -0.533 -8.735 -0.548 0.077
H -2.202 -9.013 -0.272 0.089
H -1.131 -8.730 1.153 0.073
H -2.733 -6.721 0.141 0.128
H -1.512 -6.650 -1.005 0.137
H -0.709 -5.388 2.898 0.105
H -0.828 -7.156 2.656 0.102
H -2.249 -6.070 2.442 0.114
H 0.841 -7.397 0.828 0.119
H 1.089 -5.823 1.559 0.127
H 2.280 -6.230 -0.626 0.086
H 1.097 -4.940 -0.932 0.076
H 0.760 -6.656 -1.367 0.087
H -0.778 -4.424 -0.522 0.122
H -0.488 -4.034 1.141 0.145
H -2.557 -3.048 0.534 0.120
H -2.979 -4.347 1.601 0.105
H -5.026 -4.073 0.496 0.095
H -5.153 -5.206 -0.845 0.086
H -4.663 -3.572 -1.296 0.097
C -0.468 0.091 2.203 -0.051
C -0.461 1.102 1.073 -0.158
N -1.766 1.775 0.720 -0.215
C -2.070 2.749 1.841 0.038
C -1.576 2.535 -0.554 -0.167
C -2.795 3.262 -1.098 -0.042
C -2.921 0.840 0.621 -0.093
C -2.762 -0.253 -0.400 -0.165
O -1.543 -0.958 -0.301 -0.232
C -0.792 -1.176 -1.458 -0.101
H -0.670 0.523 3.180 0.052
H 0.585 -0.199 2.313 0.058
H -1.073 -0.784 2.000 0.065
H -0.155 0.671 0.122 0.097
H 0.300 1.860 1.230 0.099
H -1.298 3.522 1.816 0.095
H -1.855 2.245 2.777 0.100
H -3.048 3.210 1.783 0.086
H -1.284 1.828 -1.333 0.095
H -0.705 3.187 -0.487 0.129
H -3.677 2.659 -1.313 0.082
H -2.483 3.588 -2.092 0.062
H -3.104 4.096 -0.474 0.092
H -3.849 1.398 0.490 0.110
H -3.117 0.432 1.617 0.133
H -3.048 0.084 -1.405 0.137
H -3.549 -1.003 -0.234 0.129
H -1.360 -1.594 -2.289 0.071
H 0.125 -1.752 -1.323 0.087
H -0.353 -0.253 -1.869 0.067
C -0.936 0.377 -6.143 -0.062
C -0.580 1.740 -5.595 -0.155
N -1.310 2.895 -6.248 -0.253
C -2.770 2.749 -5.904 0.012
C -0.904 4.139 -5.501 -0.175
C 0.443 4.682 -5.965 -0.038
C -1.194 2.934 -7.745 -0.073
C -1.868 4.164 -8.346 -0.192
O -3.211 3.909 -8.673 -0.171
C -3.418 3.482 -9.996 -0.103
H -0.439 -0.462 -5.656 0.061
H -0.714 0.189 -7.195 0.082
H -1.989 0.168 -5.958 0.072
H 0.477 1.956 -5.735 0.104
H -0.825 1.805 -4.540 0.127
H -2.876 2.553 -4.840 0.109
H -3.229 1.912 -6.427 0.108
H -3.329 3.634 -6.190 0.095
H -0.840 4.019 -4.418 0.137
H -1.711 4.867 -5.551 0.093
H 1.169 3.870 -5.937 0.068
H 0.730 5.449 -5.247 0.097
H 0.383 5.139 -6.952 0.073
H -1.600 1.980 -8.071 0.125
H -0.118 2.873 -7.920 0.138
H -1.268 4.552 -9.179 0.132
H -1.863 4.979 -7.618 0.121
H -3.067 2.451 -10.131 0.088
H -2.937 4.110 -10.751 0.087
H -4.489 3.476 -10.185 0.092
C 6.458 1.866 -0.299 -0.024
C 6.075 0.792 0.673 -0.301
C 4.620 0.458 0.908 -0.166
O 4.626 -0.622 1.831 -0.243
C 3.436 -1.374 1.993 -0.070
N 6.775 -0.490 0.269 0.228
H 7.752 -0.328 0.036 0.169
H 6.662 -1.154 1.040 0.158
H 6.239 -0.851 -0.526 0.181
H 5.815 2.746 -0.378 0.108
H 6.470 1.606 -1.366 0.099
H 7.476 2.214 -0.101 0.088
H 6.369 1.066 1.690 0.157
H 4.027 0.180 0.023 0.129
H 4.055 1.328 1.270 0.125
H 3.082 -1.801 1.050 0.104
H 2.652 -0.758 2.437 0.081
H 3.710 -2.188 2.662 0.088
As -3.534 -2.299 4.389 0.745
F -2.361 -3.479 3.802 -0.293
F -2.784 -2.496 5.969 -0.290
F -4.761 -1.291 5.061 -0.237
F -4.246 -2.233 2.786 -0.260
F -4.633 -3.603 4.762 -0.280
F -2.517 -0.909 4.106 -0.249
As 2.438 2.410 -2.333 0.750
F 1.629 3.943 -2.315 -0.241
F 2.754 2.652 -0.619 -0.269
F 3.292 0.868 -2.205 -0.293
F 2.094 2.137 -4.001 -0.242
F 3.974 3.163 -2.657 -0.267
F 0.889 1.662 -2.000 -0.259
As -6.153 2.578 2.433 0.727
F -6.349 0.953 1.831 -0.266
F -7.643 3.118 1.758 -0.249
F -5.812 4.176 3.019 -0.263
F -4.627 2.099 3.158 -0.274
F -5.278 2.969 0.948 -0.277
F -6.969 2.151 3.912 -0.265
As -4.167 6.305 -3.849 0.721
F -5.770 6.385 -4.505 -0.256
F -4.053 8.042 -3.857 -0.270
F -2.547 6.283 -3.178 -0.278
F -4.148 4.568 -3.760 -0.260
F -3.512 6.242 -5.482 -0.282
F -4.820 6.404 -2.241 -0.256
As 1.910 4.111 2.914 0.731
F 2.772 4.254 4.408 -0.260
F 1.555 2.419 3.215 -0.263
F 1.215 4.037 1.312 -0.255
F 2.222 5.797 2.608 -0.256
F 3.431 3.646 2.145 -0.289
F 0.375 4.535 3.573 -0.234
As -1.360 -3.414 -5.093 0.721
F -1.652 -4.082 -3.524 -0.269
F 0.003 -2.523 -4.414 -0.287
F -0.902 -2.779 -6.647 -0.264
F -2.740 -4.157 -5.811 -0.248
F -2.331 -2.006 -4.709 -0.269
F -0.319 -4.786 -5.442 -0.283
```

Results
HOMO	-7.7	eV
LUMO energy	-0.8409	eV
orbital gap	6.83	eV
net charge	-1
2S+1	1


No. 2
The following is a quantum chemistry calculation of a single C11H13BrClNO3S molecule in a non-equilibrium geometry, from OMol25.

```
31
Properties=species:S:1:pos:R:3:lowdin_charge:R:1
O 2.656 -1.811 0.684 -0.361
S 1.575 -1.500 -0.371 0.674
O 1.562 -2.100 -1.654 -0.293
N 1.446 0.058 -0.511 -0.136
C 1.099 0.536 -1.704 -0.265
C 0.218 1.838 -1.584 -0.013
C 1.227 2.936 -0.714 -0.237
C 0.694 3.044 0.421 -0.269
C -0.992 2.539 0.304 -0.288
O -1.034 1.626 -0.585 -0.146
C 0.003 -2.198 0.299 -0.348
C -0.991 -1.326 0.781 -0.083
C -2.256 -1.672 1.262 -0.700
Cl -3.386 -0.477 1.479 0.769
C -2.315 -3.029 1.707 -0.116
C -1.579 -3.968 1.147 -0.013
C -0.185 -3.390 0.713 -0.446
Br 1.410 -4.651 0.313 0.652
H 2.330 0.484 -0.266 0.139
H 0.489 -0.193 -2.041 0.081
H 1.753 0.665 -2.531 0.140
H -0.037 2.298 -2.534 0.130
H 1.152 4.011 -1.330 0.179
H 2.280 2.714 -0.804 0.111
H 0.970 2.260 1.284 0.158
H 0.668 3.954 0.959 0.094
H -1.584 3.638 -0.008 0.158
H -1.387 2.220 1.336 0.120
H -0.984 -0.209 0.289 0.137
H -3.185 -3.367 2.065 0.073
H -1.617 -4.930 1.595 0.099
```

Results
HOMO	-9.0	eV
LUMO energy	0.2611	eV
orbital gap	9.26	eV
SMILES	O=S(=O)(NC[C@@H]1CCCO1)c1cc(Cl)ccc1Br
relative energy (zero: lowest compared OMol25 entry of this formula, charge and spin)	31.4	kJ/mol
net charge	0
2S+1	1


No. 3
The following is a quantum chemistry calculation of a single C18H37N5O8 molecule, from OMol25.

```
68
Properties=species:S:1:pos:R:3:lowdin_charge:R:1
N -5.487 -0.496 -2.004 0.013
C -4.977 -1.033 -0.763 -0.223
C -4.034 -0.101 0.026 -0.314
C -4.698 1.192 0.494 -0.131
C -3.661 2.056 1.203 -0.140
C -2.501 2.349 0.249 -0.323
N -1.511 3.169 0.905 0.074
C -1.941 1.008 -0.293 -0.317
O -1.228 0.402 0.753 -0.047
C -0.791 -0.944 0.581 -0.202
C -0.152 -1.227 -0.790 -0.243
O -1.076 -1.848 -1.658 -0.011
C 1.079 -2.146 -0.687 -0.203
O 2.252 -1.435 -0.320 -0.046
C 2.967 -0.806 -1.346 -0.296
O 2.377 0.370 -1.823 -0.011
C 2.269 1.417 -0.870 -0.248
C 1.606 2.609 -1.572 -0.182
O 1.126 3.553 -0.657 -0.059
C 3.652 1.787 -0.321 -0.289
O 3.522 2.811 0.635 -0.007
C 4.303 0.546 0.295 -0.287
N 5.584 0.929 0.864 0.068
C 4.381 -0.560 -0.776 -0.261
O 4.920 -1.746 -0.261 0.007
C 0.870 -3.281 0.338 -0.315
N -0.171 -4.209 -0.064 0.062
C 0.549 -2.718 1.735 -0.083
C 0.189 -1.232 1.736 -0.340
N -0.331 -0.865 3.038 0.065
O -2.932 0.180 -0.843 -0.066
H -4.711 -0.204 -2.589 0.071
H -6.069 0.316 -1.831 0.063
H -4.430 -1.949 -1.005 0.115
H -5.822 -1.294 -0.122 0.120
H -3.668 -0.641 0.912 0.148
H -5.524 0.948 1.163 0.124
H -5.092 1.736 -0.367 0.117
H -4.094 3.000 1.534 0.118
H -3.273 1.532 2.079 0.119
H -2.883 2.905 -0.617 0.157
H -0.762 3.422 0.265 0.049
H -1.091 2.645 1.665 0.076
H -1.273 1.223 -1.144 0.157
H -1.658 -1.620 0.690 0.159
H 0.195 -0.284 -1.231 0.141
H -1.868 -1.287 -1.693 0.083
H 1.221 -2.587 -1.686 0.164
H 3.019 -1.460 -2.231 0.178
H 1.633 1.107 -0.026 0.159
H 2.326 3.061 -2.268 0.134
H 0.749 2.255 -2.150 0.124
H 1.842 3.745 -0.032 0.084
H 4.280 2.137 -1.160 0.168
H 4.296 2.747 1.213 0.098
H 3.673 0.186 1.119 0.164
H 6.001 0.132 1.332 0.086
H 6.222 1.206 0.122 0.092
H 5.045 -0.240 -1.588 0.167
H 4.228 -2.163 0.271 0.100
H 1.805 -3.852 0.388 0.144
H -1.014 -3.698 -0.306 0.066
H 0.109 -4.712 -0.899 0.082
H -0.293 -3.287 2.132 0.118
H 1.390 -2.862 2.410 0.119
H 1.088 -0.629 1.574 0.139
H -1.178 -1.390 3.234 0.079
H -0.574 0.120 3.038 0.070
```

Results
HOMO	-9.0	eV
LUMO energy	0.6535	eV
orbital gap	9.64	eV
SMILES	NC[C@@H]1CC[C@@H](N)[C@@H](O[C@H]2[C@H](O)[C@@H](O[C@H]3O[C@H](CO)[C@@H](O)[C@H](N)[C@H]3O)[C@H](N)C[C@@H]2N)O1
relative energy (zero: lowest compared OMol25 entry of this formula, charge and spin)	5.8	kJ/mol
net charge	0
2S+1	1


No. 4
The following is a quantum chemistry calculation of 3 unconnected molecules or ions with the total composition C6H14O2 in a non-equilibrium geometry, from OMol25.

```
22
Properties=species:S:1:pos:R:3:lowdin_charge:R:1
C -1.067 0.571 -1.566 -0.002
C 0.109 -0.021 -1.632 -0.134
C 1.054 -0.321 -0.536 -0.319
C 2.316 0.102 -0.436 0.035
C 0.449 -0.941 0.734 -0.215
C 0.287 -2.467 0.673 -0.093
H -1.773 0.510 -2.381 0.059
H -1.398 1.295 -0.822 0.061
H 0.412 -0.475 -2.571 0.108
H 2.726 0.591 -1.309 0.063
H 2.911 -0.060 0.449 0.066
H 1.215 -0.769 1.486 0.097
H -0.468 -0.417 0.998 0.088
H -0.386 -2.733 1.498 0.072
H 1.236 -2.980 0.732 0.069
H -0.259 -2.805 -0.209 0.068
O 0.562 2.596 1.085 -0.058
H 0.366 3.492 0.779 0.040
H 1.417 2.491 0.645 0.026
O -2.974 -0.057 0.990 -0.062
H -2.871 0.436 0.169 -0.001
H -2.663 -0.930 0.704 0.036
```

Results
HOMO	-9.2	eV
LUMO energy	0.7203	eV
orbital gap	9.96	eV
SMILES	C=CC(=C)CC.O.O
relative energy (zero: lowest compared OMol25 entry of this formula, charge and spin)	232.0	kJ/mol
net charge	0
2S+1	1


No. 5
The following is a quantum chemistry calculation of a single C17H26N4O5S molecule in a non-equilibrium geometry, from OMol25.

```
53
Properties=species:S:1:pos:R:3:lowdin_charge:R:1
C 4.226 0.203 1.118 -0.064
C 4.859 -1.166 1.316 -0.196
O 3.893 -2.169 1.648 0.006
C 3.040 -2.546 0.702 -0.467
O 3.057 -2.148 -0.434 0.123
C 2.058 -3.565 1.268 -0.183
C 1.311 -4.329 0.171 -0.142
C 0.332 -3.420 -0.570 -0.158
C -0.586 -2.708 0.426 -0.146
N 0.205 -1.965 1.381 -0.033
C 0.443 -0.632 1.404 -0.411
O 1.217 -0.145 2.209 0.062
C -0.344 0.249 0.438 -0.227
C -1.726 0.548 1.032 -0.109
C -2.490 1.505 0.121 -0.194
N -1.724 2.714 -0.053 -0.239
S -2.569 4.026 -0.595 0.669
O -3.778 4.125 0.175 -0.287
O -1.677 5.139 -0.653 -0.263
C -3.120 3.598 -2.232 -0.300
C -2.543 3.315 -3.443 -0.123
N -3.501 2.961 -4.334 0.064
C -4.637 3.025 -3.692 -0.184
N -4.461 3.400 -2.407 0.081
C -0.427 2.501 -0.654 -0.190
C 0.397 1.572 0.230 -0.113
C 1.054 -2.830 2.174 -0.087
H 3.694 0.235 0.171 0.065
H 4.999 0.966 1.116 0.078
H 3.517 0.404 1.918 0.069
H 5.392 -1.478 0.410 0.124
H 5.544 -1.166 2.166 0.123
H 2.635 -4.256 1.889 0.154
H 0.767 -5.156 0.633 0.119
H 2.028 -4.746 -0.537 0.121
H 0.896 -2.679 -1.135 0.106
H -0.267 -4.008 -1.266 0.115
H -1.167 -3.451 0.986 0.131
H -1.287 -2.059 -0.093 0.109
H -0.449 -0.246 -0.532 0.142
H -1.592 1.019 2.007 0.138
H -2.304 -0.368 1.168 0.119
H -2.683 1.020 -0.852 0.135
H -3.442 1.794 0.569 0.119
H -1.511 3.360 -3.724 0.107
H -5.593 2.806 -4.124 0.119
H -5.133 3.561 -1.673 0.151
H -0.537 2.061 -1.658 0.125
H 0.042 3.480 -0.745 0.121
H 0.569 2.038 1.200 0.131
H 1.366 1.387 -0.235 0.123
H 0.428 -3.562 2.694 0.136
H 1.579 -2.214 2.905 0.129
```

Results
HOMO	-9.4	eV
LUMO energy	0.5481	eV
orbital gap	9.90	eV
SMILES	CCOC(=O)[C@@H]1CCCN(C(=O)C2CCN(S(=O)(=O)c3cnc[nH]3)CC2)C1
relative energy (zero: lowest compared OMol25 entry of this formula, charge and spin)	0.0	kJ/mol
net charge	0
2S+1	1


No. 6
The following is a quantum chemistry calculation of a single C3H4OS2 molecule in a non-equilibrium geometry, from OMol25.

```
10
Properties=species:S:1:pos:R:3:lowdin_charge:R:1
C 1.424 1.666 -1.570 -0.397
S -0.119 1.671 -0.532 0.853
C -0.086 -0.185 -0.315 -0.789
O 0.391 -0.971 -1.098 0.022
C -0.815 -0.539 0.878 -0.695
S -0.514 -1.870 1.704 0.800
H 2.418 1.667 -0.971 0.070
H 1.436 0.744 -2.231 0.049
H 1.435 2.629 -2.129 0.028
H -1.435 0.246 1.391 0.060
```

Results
HOMO	-9.3	eV
LUMO energy	-1.5801	eV
orbital gap	7.76	eV
SMILES	CSC(=O)C=S
relative energy (zero: lowest compared OMol25 entry of this formula, charge and spin)	150.4	kJ/mol
net charge	0
2S+1	1